No. 1
{
  "formula": "C5H8O",
  "method": "wB97M-V/def2-TZVPD",
  "orbital_gap_ev": 9.79,
  "smiles": "CCCC=C=O",
  "de_lowest_ev": 1.893,
  "homo_energy_ha": -0.3231,
  "max_force_ev_per_a": 3.58,
  "lumo_energy_ev": 0.998,
  "spin_multiplicity": 1,
  "charge": 0,
  "symbols": ["C", "C", "C", "C", "C", "O", "H", "H", "H", "H", "H", "H", "H", "H"],
  "coordinates": [[-0.015, 1.497, 1.261], [-0.178, 0.176, 0.510], [0.304, 0.174, -0.934], [0.155, -1.273, -1.346], [-0.352, -2.161, -0.501], [-0.679, -2.991, 0.256], [-0.454, 1.457, 2.267], [1.049, 1.710, 1.345], [-0.497, 2.347, 0.744], [-1.302, 0.002, 0.488], [0.648, -0.688, 0.830], [-0.230, 0.838, -1.624], [1.354, 0.503, -0.923], [0.198, -1.591, -2.374]],
  "atomic_forces_ev_per_a": [[0.315, -0.094, 0.023], [0.734, -0.241, 0.109], [0.010, 0.009, -0.104], [-0.501, -0.156, -0.255], [0.440, -0.680, 0.243], [0.035, 0.698, -0.810], [0.211, -0.094, -0.208], [0.048, 0.289, 0.184], [0.145, -0.452, 0.004], [1.519, -0.884, 0.381], [-2.882, 2.019, 0.653], [-0.101, -0.074, 0.225], [-0.112, -0.202, -0.251], [0.140, -0.139, -0.194]]
}



No. 2
{
  "formula": "C40H51ClF2InN7OS",
  "method": "wB97M-V/def2-TZVPD",
  "orbital_gap_ev": [2.97, 2.97],
  "de_lowest_ev": 0.597,
  "homo_energy_ha": [0.0181, 0.0182],
  "max_force_ev_per_a": 2.50,
  "lumo_energy_ev": [3.459, 3.459],
  "spin_multiplicity": 1,
  "charge": -2,
  "symbols": ["In", "F", "C", "C", "C", "C", "C", "F", "C", "C", "C", "C", "C", "C", "N", "H", "H", "H", "H", "H", "H", "C", "C", "C", "C", "C", "O", "C", "C", "C", "C", "C", "C", "Cl", "C", "C", "C", "N", "C", "N", "C", "N", "H", "H", "H", "H", "H", "H", "H", "H", "H", "H", "H", "H", "H", "H", "H", "H", "H", "H", "H", "H", "H", "H", "C", "C", "C", "C", "N", "C", "S", "N", "H", "H", "H", "H", "H", "C", "C", "C", "C", "H", "H", "H", "H", "H", "H", "H", "H", "H", "C", "C", "C", "C", "N", "H", "H", "H", "H", "H", "H", "H", "H", "H"],
  "coordinates": [[-1.544, -1.861, 1.444], [-2.334, -1.540, 6.867], [-1.382, -1.738, 5.945], [-1.806, -1.903, 4.632], [-0.861, -1.995, 3.596], [0.482, -1.912, 3.895], [0.850, -1.957, 5.268], [2.193, -2.142, 5.550], [-0.043, -1.813, 6.314], [1.481, -1.840, 2.805], [2.845, -1.546, 2.967], [3.729, -1.654, 1.902], [3.208, -1.952, 0.620], [1.834, -2.113, 0.495], [0.989, -2.043, 1.526], [-2.851, -1.845, 4.364], [0.266, -1.747, 7.338], [3.226, -1.300, 3.961], [4.795, -1.537, 2.094], [3.902, -2.012, -0.247], [1.414, -2.311, -0.489], [1.047, 4.771, -2.973], [0.884, 3.663, -1.901], [-0.485, 2.992, -2.124], [1.912, 2.553, -2.191], [0.956, 4.272, -0.423], [-0.264, 4.919, -0.102], [2.040, 5.398, -0.337], [3.183, 5.332, 0.707], [4.295, 4.396, 0.267], [4.578, 3.146, 0.863], [5.699, 2.409, 0.448], [6.392, 2.819, -0.696], [7.592, 1.742, -1.297], [6.125, 4.054, -1.299], [5.080, 4.824, -0.817], [1.211, 3.250, 0.708], [0.068, 2.321, 1.005], [0.160, 1.140, 1.654], [-1.054, 0.646, 1.894], [-1.872, 1.585, 1.405], [-1.282, 2.667, 0.929], [0.628, 4.431, -3.981], [2.114, 4.968, -3.161], [0.548, 5.704, -2.664], [-0.556, 2.661, -3.191], [-1.310, 3.670, -1.939], [-0.599, 2.105, -1.491], [2.119, 2.527, -3.306], [1.535, 1.565, -1.911], [2.876, 2.707, -1.714], [-0.936, 4.243, 0.072], [1.501, 6.341, -0.209], [2.582, 5.477, -1.273], [2.850, 5.074, 1.719], [3.587, 6.379, 0.728], [3.972, 2.815, 1.696], [5.972, 1.451, 0.875], [6.717, 4.351, -2.156], [4.871, 5.773, -1.321], [1.381, 3.901, 1.595], [2.100, 2.587, 0.573], [1.109, 0.628, 1.959], [-2.947, 1.517, 1.510], [-3.101, -2.849, -5.482], [-1.956, -2.094, -4.916], [-0.961, -1.597, -5.712], [0.069, -0.923, -5.093], [0.118, -0.682, -3.795], [-0.895, -1.185, -3.059], [-0.912, -0.686, -1.395], [-1.901, -1.936, -3.598], [-2.879, -3.135, -6.529], [-4.035, -2.283, -5.461], [-3.241, -3.779, -4.888], [-1.013, -1.782, -6.797], [0.943, -0.513, -5.593], [-0.360, -6.050, 0.177], [-0.952, -4.643, -0.100], [-1.932, -4.657, -1.272], [-1.621, -4.118, 1.136], [0.025, -6.605, -0.707], [-1.142, -6.696, 0.596], [0.443, -5.980, 0.927], [-0.118, -3.993, -0.394], [-2.846, -5.284, -1.015], [-1.479, -5.166, -2.150], [-2.190, -3.613, -1.552], [-1.154, -4.504, 2.060], [-2.731, -4.228, 1.157], [-4.923, -0.976, -0.298], [-4.692, -1.451, 1.137], [-5.722, -0.857, 2.123], [-4.860, -2.988, 1.198], [-3.423, -1.046, 1.605], [-5.836, -1.404, -0.745], [-4.044, -1.286, -0.911], [-4.923, 0.135, -0.332], [-6.752, -1.132, 1.804], [-5.589, 0.241, 2.066], [-5.491, -1.175, 3.163], [-5.931, -3.249, 1.124], [-4.467, -3.379, 2.167], [-4.298, -3.467, 0.378]],
  "atomic_forces_ev_per_a": [[-2.215, -1.121, 0.298], [-0.141, 0.143, 0.982], [-0.308, -0.451, -1.728], [0.913, 0.143, 0.232], [-0.790, 0.896, -0.125], [0.798, -0.424, 1.439], [0.359, 0.279, -1.063], [-0.563, 0.150, 0.667], [0.143, -0.069, -0.494], [-0.233, -0.123, -1.771], [0.188, -0.242, 0.532], [-0.863, -0.140, -0.819], [1.369, 0.251, 0.559], [0.146, 0.093, 0.111], [0.948, 0.186, 1.129], [-0.236, -0.026, 0.054], [0.189, -0.088, 0.288], [-0.160, -0.151, -0.511], [-0.189, 0.119, -0.250], [-0.802, -0.072, 0.639], [-0.241, 0.224, 0.205], [-0.186, -0.169, -0.682], [-0.508, -0.310, -0.216], [0.100, -0.288, -0.568], [0.274, 0.095, -1.027], [0.224, -0.391, -0.558], [0.466, 0.778, -0.246], [0.180, -0.161, 0.184], [0.010, 0.308, -0.028], [0.255, -0.106, -0.130], [0.825, 1.014, -0.239], [-0.792, 0.236, -0.932], [-0.618, 0.600, 0.968], [0.507, -0.051, -0.342], [0.110, -0.886, 0.019], [0.102, -0.155, 0.126], [-0.480, -0.585, 0.578], [0.445, 0.488, 0.509], [0.071, -0.409, -0.085], [1.770, 0.103, -0.164], [-0.939, 1.044, 0.329], [1.185, -0.732, -0.217], [0.369, 0.358, 1.432], [-0.248, 0.142, 0.063], [0.111, -0.289, -0.234], [0.105, 0.105, 0.861], [-0.185, 0.175, -0.013], [-0.089, 0.147, -0.288], [-0.319, -0.080, 1.194], [0.011, 0.045, 0.033], [0.311, 0.182, 0.186], [-0.280, -0.309, 0.173], [-0.064, -0.178, 0.042], [-0.182, -0.005, -0.255], [0.093, 0.241, -0.221], [-0.137, -0.904, 0.214], [0.095, -0.087, 0.055], [-0.203, 0.080, 0.178], [-0.092, 0.083, 0.012], [-0.006, -0.269, 0.334], [-0.296, -0.766, -0.315], [-0.765, 0.610, -0.141], [-0.982, 0.737, -0.616], [0.136, -0.369, -0.240], [-0.217, -1.171, -0.331], [0.227, 0.159, 1.408], [0.343, -0.008, -1.873], [0.651, 0.466, 0.436], [0.118, -0.286, -0.518], [-0.514, 0.288, 0.693], [-0.056, -0.447, -0.257], [-0.130, 0.229, 0.363], [-0.223, 0.137, 0.454], [0.123, 0.005, 0.104], [-0.058, 0.580, -0.323], [0.278, 0.281, 0.521], [-0.167, -0.145, -0.593], [-0.036, -0.271, -0.283], [0.038, -0.996, -0.316], [-0.379, -0.662, -0.267], [-0.312, 1.008, 0.548], [0.006, 0.525, 0.191], [-0.011, 0.122, 0.087], [-0.172, -0.036, -0.179], [0.064, -0.068, -0.054], [0.837, 0.952, -0.167], [-0.107, 0.402, 0.216], [-0.167, -0.704, 0.119], [-0.248, 0.029, -0.215], [1.103, -0.467, 0.010], [0.290, 0.168, -0.556], [1.084, -0.727, 0.667], [-0.196, 0.435, -0.398], [-0.371, -0.318, 0.067], [1.100, 0.971, 0.652], [-0.043, 0.270, -0.080], [-0.590, 0.083, 0.394], [-0.225, -0.549, 0.027], [0.206, 0.171, 0.407], [-0.235, -0.377, 0.170], [-0.230, 0.039, -0.698], [0.141, -0.273, -0.147], [-0.281, 0.387, -0.628], [-0.337, 0.148, 0.245]]
}



No. 3
{
  "formula": "C15H18N2O2S",
  "method": "wB97M-V/def2-TZVPD",
  "orbital_gap_ev": 8.95,
  "smiles": "CCc1ccccc1NC(=O)CSc1nc(C)c(C)o1",
  "de_lowest_ev": 0.395,
  "homo_energy_ha": -0.3064,
  "max_force_ev_per_a": 1.16,
  "lumo_energy_ev": 0.614,
  "spin_multiplicity": 1,
  "charge": 0,
  "symbols": ["C", "C", "C", "C", "C", "C", "C", "C", "N", "C", "O", "C", "S", "C", "N", "C", "C", "C", "C", "O", "H", "H", "H", "H", "H", "H", "H", "H", "H", "H", "H", "H", "H", "H", "H", "H", "H", "H"],
  "coordinates": [[-1.832, -0.757, 2.413], [-1.459, -1.282, 1.025], [-2.224, -0.552, -0.045], [-3.320, -1.152, -0.647], [-4.083, -0.483, -1.588], [-3.754, 0.815, -1.937], [-2.661, 1.432, -1.357], [-1.893, 0.758, -0.415], [-0.766, 1.362, 0.166], [-0.564, 2.681, 0.367], [-1.342, 3.573, 0.116], [0.798, 2.968, 1.003], [2.142, 2.937, -0.234], [2.502, 1.243, -0.271], [1.873, 0.271, 0.323], [2.579, -0.866, -0.011], [2.187, -2.214, 0.474], [3.619, -0.507, -0.814], [4.705, -1.270, -1.477], [3.567, 0.851, -0.977], [-1.620, 0.306, 2.494], [-2.894, -0.906, 2.598], [-1.271, -1.283, 3.183], [-1.694, -2.347, 0.971], [-0.384, -1.169, 0.875], [-3.583, -2.162, -0.367], [-4.932, -0.972, -2.041], [-4.344, 1.349, -2.666], [-2.402, 2.444, -1.622], [-0.005, 0.738, 0.435], [1.054, 2.250, 1.781], [0.799, 3.983, 1.396], [1.861, -2.158, 1.509], [3.033, -2.892, 0.399], [1.367, -2.611, -0.125], [5.460, -1.577, -0.753], [4.304, -2.161, -1.956], [5.177, -0.640, -2.226]],
  "atomic_forces_ev_per_a": [[0.103, -0.135, -0.061], [-0.112, 0.164, 0.147], [0.086, 0.003, -0.063], [0.013, 0.045, -0.053], [-0.114, -0.021, -0.036], [-0.015, -0.072, 0.003], [0.044, 0.103, -0.015], [-0.366, -0.025, -0.188], [0.036, -0.504, 0.070], [0.396, 0.057, 0.385], [-0.155, 0.268, -0.102], [0.184, -0.065, -0.352], [-0.029, 0.409, -0.010], [-0.508, -0.452, 0.496], [0.075, 0.672, -0.045], [0.897, 0.051, -0.579], [0.038, 0.098, -0.154], [-0.585, -0.857, 0.512], [-0.049, 0.198, 0.122], [0.044, 0.363, -0.077], [0.000, 0.094, 0.047], [-0.089, 0.007, 0.039], [0.033, -0.011, 0.133], [0.096, 0.013, -0.074], [0.027, -0.126, -0.004], [0.003, -0.105, 0.038], [-0.074, -0.040, -0.037], [-0.042, 0.053, -0.064], [0.022, 0.052, -0.009], [-0.054, 0.231, -0.040], [-0.027, 0.040, 0.068], [-0.038, -0.094, -0.031], [0.005, -0.060, 0.077], [0.006, -0.145, 0.041], [-0.060, -0.099, 0.027], [0.094, -0.023, -0.041], [0.039, -0.028, -0.067], [0.076, -0.059, -0.101]]
}